The following is a DFT calculation (the ωB97M-V functional and the def2-TZVPD basis) of the molecule C6H13NS at a distorted geometry.

Last column: natural (NBO) charge in e.
Cartesian coordinates (Å):
C: 0.27518 -2.06532 0.51835  -0.62
C: 0.05331 -0.60709 0.17729  -0.04
C: 1.50412 -0.00202 -0.39229  -0.62
C: -0.86738 -0.78660 -1.00862  -0.62
C: -0.53401 0.25141 1.33444  -0.51
C: -0.70716 1.80679 0.95112  0.15
N: -0.60848 2.51913 -0.03566  -0.58
S: 0.31576 2.67416 -1.51313  0.18
H: -0.60236 -2.60775 0.89486  0.22
H: 1.15790 -2.12981 1.17511  0.20
H: 0.69052 -2.60253 -0.35313  0.21
H: 1.41835 0.83832 -1.05701  0.21
H: 2.21283 0.14556 0.39242  0.21
H: 1.85581 -0.76772 -1.13166  0.20
H: -1.34153 0.14456 -1.17626  0.21
H: -1.68873 -1.56093 -0.64540  0.19
H: -0.42626 -1.33724 -1.87080  0.22
H: 0.28620 -0.20468 2.05464  0.27
H: -1.70191 0.08786 1.37748  0.24
H: -1.53452 2.23698 1.63628  0.16
H: 0.24236 3.96693 -1.32803  0.12

Atomic forces in eV per Å
C 2.2 -0.4 0.9
C 1.4 0.2 -2.5
C -2.2 -2.4 -0.6
C -1.9 -2.0 0.8
C 0.7 -0.5 -1.9
C -2.0 -2.8 3.3
N 1.3 2.4 -2.9
S -0.7 -0.8 1.3
H 0.3 0.3 0.1
H -0.5 -0.3 0.6
H -0.6 0.2 0.0
H -0.1 0.4 0.5
H 0.5 0.2 0.5
H 0.0 0.2 1.0
H -0.7 0.8 -1.2
H 1.2 1.7 -0.8
H -0.1 1.0 0.4
H -2.5 2.0 0.2
H 2.4 -0.7 1.0
H 1.5 -0.5 -0.4
H -0.1 0.9 -0.4

Results
- energy relative to the best compared isomer or geometry (same formula, charge and spin) (eV) = 3.845
- HOMO energy (eV) = -8.634
- E_LUMO (eV) = 0.6783
- structure (SMILES) = CC(C)(C)C/C=N\S
- total energy (eV) = -18754.432